Entry 1:
A 11-piece molecular cluster, C44H121N11O11 overall at a distorted geometry. Source: OMol25; level of theory: ωB97M-V/def2-TZVPD.

Last column: Mulliken charge in e.
Positions of all 187 atoms, in Å:
C (3.298, -1.418, 0.398)  -1.176
O (2.432, -2.109, 1.299)  0.577
C (2.797, -3.467, 1.376)  -0.646
C (1.951, -4.082, 2.517)  -0.070
C (0.484, -4.045, 2.142)  -0.560
N (2.110, -3.354, 3.761)  -0.606
H (3.010, -0.414, 0.095)  -0.239
H (3.451, -2.077, -0.460)  0.447
H (4.273, -1.403, 0.892)  0.574
H (2.583, -4.041, 0.471)  0.361
H (3.826, -3.634, 1.707)  0.348
H (2.204, -5.137, 2.633)  0.515
H (0.342, -4.716, 1.293)  0.275
H (0.201, -3.047, 1.799)  -0.492
H (-0.138, -4.277, 3.006)  0.506
H (1.808, -2.397, 3.641)  -0.138
H (3.046, -3.256, 4.134)  0.328
C (-6.707, -3.759, 1.477)  -0.843
O (-6.739, -2.485, 0.830)  -0.334
C (-6.845, -1.388, 1.675)  -1.024
C (-5.498, -0.907, 2.190)  2.326
C (-4.557, -1.835, 2.959)  -1.556
N (-5.628, 0.307, 3.000)  -0.711
H (-7.696, -3.860, 1.933)  0.471
H (-6.045, -3.838, 2.342)  0.272
H (-6.464, -4.540, 0.761)  0.245
H (-7.329, -0.620, 1.069)  0.162
H (-7.557, -1.619, 2.476)  0.520
H (-4.892, -0.694, 1.306)  -0.746
H (-4.948, -2.317, 3.856)  0.410
H (-3.641, -1.348, 3.299)  0.492
H (-4.110, -2.599, 2.316)  0.080
H (-5.694, 1.117, 2.395)  0.052
H (-6.518, 0.307, 3.484)  0.314
C (1.794, 2.091, -1.298)  -1.049
O (1.145, 1.362, -0.241)  1.497
C (0.148, 0.496, -0.772)  -1.136
C (-1.028, 0.535, 0.193)  3.384
C (-1.946, -0.675, 0.035)  -0.455
N (-1.814, 1.734, -0.091)  -0.116
H (1.084, 2.773, -1.772)  0.097
H (2.226, 1.476, -2.090)  0.380
H (2.611, 2.706, -0.921)  0.009
H (-0.210, 0.795, -1.758)  0.114
H (0.653, -0.469, -0.844)  -0.462
H (-0.658, 0.547, 1.220)  -1.294
H (-1.418, -1.578, 0.353)  -0.254
H (-2.374, -0.915, -0.937)  0.089
H (-2.747, -0.563, 0.769)  -0.155
H (-2.292, 1.903, 0.785)  -0.363
H (-1.036, 2.386, -0.144)  -0.280
C (-3.342, -4.632, 0.162)  -0.584
O (-3.002, -5.643, 1.076)  -0.001
C (-3.938, -6.717, 1.164)  -0.549
C (-3.333, -7.958, 1.821)  -0.036
C (-2.736, -7.635, 3.236)  -1.106
N (-2.221, -8.597, 1.132)  -0.778
H (-3.154, -4.993, -0.854)  0.722
H (-2.612, -3.852, 0.377)  -0.127
H (-4.348, -4.209, 0.150)  -0.099
H (-4.815, -6.341, 1.698)  0.176
H (-4.290, -6.915, 0.146)  0.461
H (-4.068, -8.730, 2.054)  0.470
H (-2.159, -6.716, 3.136)  0.014
H (-2.134, -8.497, 3.515)  0.407
H (-3.509, -7.509, 3.995)  0.363
H (-2.476, -8.794, 0.170)  0.290
H (-1.572, -7.819, 1.057)  0.281
C (4.927, 2.477, 0.460)  -0.642
O (5.914, 2.300, 1.414)  -0.457
C (7.156, 1.852, 0.837)  -0.107
C (8.388, 2.464, 1.466)  0.248
C (9.674, 2.028, 0.731)  -1.353
N (8.621, 2.244, 2.841)  -0.476
H (5.058, 3.280, -0.274)  0.430
H (3.978, 2.629, 0.975)  0.238
H (4.823, 1.633, -0.232)  0.260
H (7.057, 0.771, 0.701)  0.461
H (7.247, 2.182, -0.204)  -0.234
H (8.196, 3.533, 1.344)  0.202
H (9.910, 1.003, 1.019)  0.383
H (10.475, 2.656, 1.119)  0.351
H (9.671, 2.089, -0.358)  0.296
H (8.574, 1.284, 3.145)  0.192
H (8.371, 2.924, 3.538)  0.215
C (4.004, -0.384, 3.635)  -0.420
O (2.898, -0.214, 4.473)  -0.484
C (1.654, 0.040, 3.801)  -0.255
C (0.471, 0.211, 4.765)  0.609
C (0.130, -1.011, 5.476)  -1.537
N (-0.696, 0.603, 3.962)  -0.511
H (4.859, -0.384, 4.313)  0.332
H (4.271, 0.566, 3.154)  0.280
H (3.836, -1.130, 2.862)  -0.067
H (1.745, 1.010, 3.302)  0.461
H (1.360, -0.603, 2.966)  0.013
H (0.617, 0.999, 5.506)  0.547
H (-0.536, -0.913, 6.333)  0.371
H (1.060, -1.276, 5.990)  0.389
H (-0.183, -1.784, 4.773)  0.170
H (-0.328, 1.394, 3.439)  0.011
H (-0.875, -0.115, 3.269)  0.018
C (-3.429, -3.252, -3.258)  -0.175
O (-2.284, -3.110, -4.068)  -0.288
C (-1.256, -4.069, -3.867)  -1.241
C (-0.639, -4.159, -2.458)  1.628
C (-0.044, -2.806, -1.975)  0.702
N (0.393, -5.179, -2.429)  -0.719
H (-4.164, -2.472, -3.455)  0.263
H (-3.212, -3.152, -2.191)  -0.189
H (-3.900, -4.229, -3.392)  0.326
H (-1.636, -5.069, -4.090)  0.364
H (-0.469, -3.800, -4.572)  0.317
H (-1.492, -4.440, -1.838)  -0.943
H (0.752, -2.384, -2.590)  0.484
H (0.216, -3.002, -0.936)  -0.309
H (-0.872, -2.120, -2.163)  -0.823
H (0.360, -5.543, -1.484)  0.271
H (1.336, -4.828, -2.518)  0.347
C (-1.613, 0.571, -3.983)  -0.193
O (-0.576, 1.026, -4.788)  -0.332
C (-0.648, 2.402, -5.097)  -0.367
C (0.203, 2.825, -6.274)  0.591
C (0.258, 4.343, -6.422)  -1.435
N (-0.311, 2.278, -7.513)  -0.760
H (-2.037, 1.347, -3.344)  0.394
H (-1.207, -0.289, -3.449)  -0.321
H (-2.367, 0.138, -4.647)  0.408
H (-1.650, 2.789, -5.297)  0.413
H (-0.189, 2.996, -4.301)  -0.117
H (1.232, 2.510, -6.066)  0.266
H (0.799, 4.604, -7.330)  0.377
H (0.679, 4.850, -5.553)  0.340
H (-0.787, 4.652, -6.495)  0.325
H (0.394, 2.119, -8.221)  0.251
H (-0.655, 1.360, -7.256)  0.270
C (7.807, 4.962, -1.768)  -0.815
O (7.436, 3.734, -2.398)  -0.125
C (7.123, 3.965, -3.768)  -1.078
C (6.363, 2.714, -4.401)  0.347
C (5.389, 2.205, -3.330)  -1.046
N (7.349, 1.648, -4.658)  -0.715
H (8.180, 4.808, -0.755)  0.092
H (6.919, 5.577, -1.608)  0.333
H (8.585, 5.399, -2.396)  0.395
H (6.632, 4.922, -3.975)  0.492
H (8.089, 4.236, -4.209)  0.550
H (5.922, 2.933, -5.372)  0.347
H (4.662, 1.496, -3.722)  0.476
H (4.835, 3.106, -3.053)  0.237
H (5.900, 1.907, -2.417)  0.017
H (8.219, 2.015, -5.018)  0.246
H (7.525, 1.095, -3.831)  0.259
C (-7.848, 0.897, -2.130)  -0.675
O (-7.618, 1.880, -1.139)  -0.410
C (-6.270, 1.884, -0.669)  -0.142
C (-6.114, 3.070, 0.311)  0.258
C (-4.672, 3.389, 0.708)  -0.615
N (-6.833, 2.859, 1.567)  -0.561
H (-7.138, 0.081, -1.976)  0.225
H (-7.703, 1.236, -3.158)  0.291
H (-8.860, 0.501, -2.049)  0.271
H (-6.148, 0.924, -0.161)  -0.119
H (-5.538, 2.048, -1.461)  0.401
H (-6.472, 3.940, -0.248)  0.284
H (-4.269, 2.403, 0.946)  -0.429
H (-4.570, 4.041, 1.575)  0.337
H (-4.035, 3.841, -0.053)  0.428
H (-7.738, 2.440, 1.396)  0.227
H (-6.953, 3.736, 2.053)  0.212
C (-0.587, 5.247, -0.854)  -1.032
O (-0.795, 4.300, 0.206)  0.305
C (-0.804, 4.904, 1.465)  -1.379
C (-0.779, 3.768, 2.526)  1.203
C (-0.908, 4.395, 3.965)  -1.721
N (0.544, 3.158, 2.299)  -0.201
H (-0.684, 4.668, -1.769)  0.202
H (0.373, 5.758, -0.734)  0.318
H (-1.242, 6.120, -0.797)  0.321
H (-0.021, 5.613, 1.746)  0.363
H (-1.768, 5.417, 1.560)  0.498
H (-1.491, 2.971, 2.325)  -0.105
H (-0.058, 4.050, 4.558)  0.329
H (-1.805, 4.063, 4.489)  0.395
H (-0.916, 5.461, 4.198)  0.443
H (1.199, 3.712, 2.837)  0.251
H (0.833, 3.139, 1.331)  -0.283

Computed properties:
ΔE to the lowest compared entry with this formula, charge and spin = 427.6 kJ/mol
Kohn-Sham gap = 9.06 eV
multiplicity = 1
E_HOMO = -8.7 eV
total energy = -86494.803 eV
LUMO = 0.322 eV

***

Entry 2:
A 11-piece molecular cluster, C44H121N11O11 overall at a distorted geometry. Source: OMol25; level of theory: ωB97M-V/def2-TZVPD.

Last column: Mulliken charge in e.
Positions of all 187 atoms, in Å:
C (-5.142, 2.781, -1.424)  -0.900
O (-5.724, 2.234, -0.276)  -0.140
C (-6.745, 3.074, 0.240)  -1.262
C (-7.473, 2.361, 1.261)  1.312
C (-8.032, 1.008, 0.904)  -1.098
N (-8.605, 3.292, 1.666)  -0.783
H (-5.918, 2.705, -2.219)  0.409
H (-4.205, 2.307, -1.542)  0.110
H (-4.866, 3.888, -1.283)  0.319
H (-6.315, 3.952, 0.712)  0.344
H (-7.379, 3.478, -0.553)  0.409
H (-6.860, 2.223, 2.201)  -0.120
H (-8.504, 0.658, 1.808)  0.397
H (-7.208, 0.329, 0.602)  -0.087
H (-8.768, 1.059, 0.105)  0.380
H (-8.434, 3.869, 2.505)  0.249
H (-9.439, 2.856, 2.005)  0.245
C (-3.464, -4.033, 3.970)  -0.767
O (-2.442, -3.280, 4.617)  -0.295
C (-1.129, -3.858, 4.469)  -0.952
C (-0.393, -3.339, 3.256)  0.937
C (0.989, -3.917, 3.074)  -1.773
N (-0.319, -1.855, 3.351)  0.088
H (-3.460, -3.799, 2.943)  0.279
H (-4.412, -3.747, 4.339)  0.210
H (-3.403, -5.117, 4.201)  0.418
H (-0.589, -3.572, 5.398)  0.143
H (-1.218, -4.961, 4.550)  0.466
H (-1.029, -3.633, 2.443)  0.282
H (1.541, -3.406, 2.243)  0.090
H (0.924, -4.952, 2.700)  0.487
H (1.554, -3.871, 3.981)  0.315
H (0.403, -1.618, 4.043)  0.046
H (-1.200, -1.466, 3.695)  -0.021
C (-2.998, 1.489, -4.349)  -0.601
O (-2.000, 2.443, -3.962)  -0.261
C (-0.761, 2.361, -4.627)  0.002
C (-0.181, 3.713, -5.031)  0.376
C (1.198, 3.447, -5.569)  -0.929
N (-0.298, 4.721, -3.976)  -0.629
H (-3.910, 1.614, -3.741)  0.003
H (-2.615, 0.468, -4.333)  0.315
H (-3.391, 1.704, -5.340)  0.397
H (-0.090, 1.875, -3.880)  -0.322
H (-0.849, 1.672, -5.532)  0.487
H (-0.811, 4.086, -5.874)  0.181
H (1.813, 2.972, -4.744)  -0.074
H (1.772, 4.370, -5.825)  0.333
H (1.158, 2.788, -6.458)  0.406
H (0.534, 4.813, -3.356)  0.151
H (-1.096, 4.486, -3.343)  0.325
C (-7.538, -3.352, 2.606)  -0.876
O (-6.438, -3.424, 1.673)  -0.268
C (-6.482, -2.902, 0.384)  -1.023
C (-5.093, -2.524, -0.091)  2.372
C (-5.088, -1.938, -1.499)  -1.222
N (-4.114, -3.680, -0.069)  -0.543
H (-7.282, -4.044, 3.370)  0.281
H (-8.479, -3.641, 2.158)  0.389
H (-7.690, -2.334, 2.986)  0.280
H (-6.875, -3.613, -0.380)  0.299
H (-7.246, -2.122, 0.356)  0.285
H (-4.720, -1.693, 0.565)  -1.106
H (-5.341, -2.686, -2.243)  0.517
H (-4.047, -1.660, -1.759)  0.018
H (-5.801, -1.055, -1.546)  0.234
H (-4.102, -4.125, 0.862)  0.147
H (-4.311, -4.318, -0.864)  0.297
C (4.345, -1.711, 2.490)  -0.460
O (3.964, -1.015, 3.648)  -0.582
C (2.716, -0.278, 3.428)  0.667
C (1.974, 0.094, 4.713)  1.303
C (2.807, 0.943, 5.596)  -1.353
N (1.599, -1.161, 5.311)  -0.443
H (4.492, -1.010, 1.666)  0.246
H (3.613, -2.496, 2.178)  0.030
H (5.286, -2.136, 2.705)  0.421
H (3.045, 0.642, 3.013)  0.314
H (2.048, -0.865, 2.814)  -0.609
H (1.075, 0.621, 4.326)  -0.957
H (3.123, 1.924, 5.254)  0.287
H (3.713, 0.261, 5.719)  0.287
H (2.358, 1.135, 6.598)  0.329
H (1.290, -1.115, 6.254)  0.231
H (2.519, -1.627, 5.346)  0.359
C (2.174, -3.182, -0.850)  -1.002
O (1.825, -1.830, -1.114)  0.575
C (0.755, -1.418, -0.288)  -0.072
C (-0.548, -1.835, -0.872)  0.854
C (-0.845, -1.121, -2.182)  -0.706
N (-1.582, -1.520, 0.135)  0.636
H (1.340, -3.863, -1.062)  0.404
H (2.463, -3.432, 0.209)  0.216
H (2.933, -3.464, -1.540)  0.336
H (0.927, -1.961, 0.739)  -0.450
H (0.815, -0.320, -0.147)  -0.623
H (-0.438, -2.930, -1.024)  0.330
H (-1.773, -1.477, -2.711)  0.391
H (-0.051, -1.267, -2.913)  -0.052
H (-0.917, -0.084, -2.014)  -0.048
H (-2.409, -2.080, -0.086)  -0.366
H (-1.239, -1.799, 1.049)  -0.388
C (-1.200, 1.519, 5.586)  -0.325
O (-2.526, 1.245, 5.020)  -0.517
C (-2.430, 1.172, 3.597)  0.431
C (-3.821, 0.706, 3.010)  0.270
C (-4.159, -0.712, 3.575)  -0.522
N (-3.781, 0.760, 1.503)  0.893
H (-1.322, 1.786, 6.602)  0.418
H (-0.734, 2.338, 4.963)  0.179
H (-0.547, 0.635, 5.563)  0.014
H (-2.113, 2.169, 3.201)  0.424
H (-1.663, 0.493, 3.334)  -0.573
H (-4.642, 1.421, 3.249)  0.140
H (-3.358, -1.346, 3.320)  -0.215
H (-5.014, -1.021, 2.959)  0.133
H (-4.379, -0.737, 4.679)  0.404
H (-3.375, -0.031, 1.015)  -0.824
H (-4.671, 1.012, 1.049)  -0.038
C (3.434, 6.357, -2.318)  -0.912
O (2.995, 4.981, -2.189)  0.010
C (3.510, 4.093, -1.221)  -0.886
C (3.544, 2.667, -1.899)  2.075
C (3.802, 1.548, -0.991)  0.978
N (4.458, 2.718, -3.061)  -0.583
H (3.223, 6.589, -3.403)  0.208
H (4.520, 6.414, -2.140)  0.351
H (2.936, 7.083, -1.710)  0.287
H (4.537, 4.368, -0.937)  0.532
H (2.941, 3.986, -0.305)  -0.063
H (2.540, 2.739, -2.367)  -1.138
H (3.894, 0.597, -1.581)  -1.240
H (3.081, 1.481, -0.175)  -0.857
H (4.757, 1.711, -0.451)  0.667
H (5.419, 2.702, -2.776)  0.300
H (4.289, 3.590, -3.558)  0.210
C (2.626, 3.036, 2.342)  -1.347
O (1.631, 2.213, 1.778)  0.774
C (0.548, 3.107, 1.556)  -1.407
C (-0.470, 2.504, 0.703)  2.302
C (0.136, 2.305, -0.698)  -0.036
N (-1.638, 3.310, 0.706)  -0.535
H (2.437, 3.174, 3.451)  -0.054
H (2.577, 4.048, 1.884)  0.570
H (3.610, 2.583, 2.234)  0.410
H (0.029, 3.353, 2.503)  0.079
H (0.841, 4.022, 0.988)  0.256
H (-0.760, 1.508, 1.152)  -0.766
H (-0.532, 1.734, -1.344)  -0.468
H (1.070, 1.765, -0.606)  -1.220
H (0.311, 3.263, -1.169)  0.952
H (-2.440, 2.695, 0.556)  -0.147
H (-1.722, 3.901, -0.097)  0.419
C (8.212, -1.234, 1.688)  -0.896
O (7.322, -1.305, 0.619)  -0.021
C (7.885, -1.866, -0.505)  -1.161
C (7.045, -1.527, -1.729)  0.497
C (5.554, -1.844, -1.534)  0.256
N (7.693, -2.113, -2.990)  -0.793
H (8.526, -2.209, 2.031)  0.352
H (7.691, -0.718, 2.489)  0.170
H (9.127, -0.710, 1.283)  0.388
H (8.905, -1.496, -0.665)  0.422
H (7.935, -2.973, -0.464)  0.290
H (7.195, -0.421, -1.765)  0.087
H (5.529, -2.701, -0.827)  0.421
H (5.123, -2.248, -2.463)  -0.299
H (5.013, -1.030, -1.066)  -0.307
H (7.089, -2.169, -3.793)  0.250
H (8.452, -1.510, -3.205)  0.263
C (2.326, -4.720, -5.531)  -0.877
O (2.491, -3.421, -4.883)  -0.174
C (3.574, -2.618, -5.178)  -0.834
C (3.263, -1.191, -4.548)  1.848
C (2.020, -0.606, -5.298)  -1.658
N (4.428, -0.353, -4.497)  -0.465
H (2.019, -4.565, -6.562)  0.320
H (1.494, -5.186, -5.025)  0.213
H (3.249, -5.293, -5.471)  0.324
H (4.466, -3.000, -4.651)  0.263
H (3.917, -2.447, -6.262)  0.330
H (3.061, -1.359, -3.476)  -0.673
H (1.102, -1.168, -5.102)  0.297
H (2.214, -0.553, -6.328)  0.618
H (1.784, 0.404, -4.891)  0.145
H (4.209, 0.537, -3.994)  0.002
H (4.724, -0.128, -5.430)  0.308

Computed properties:
ΔE to the lowest compared entry with this formula, charge and spin = 333.6 kJ/mol
Kohn-Sham gap = 9.21 eV
multiplicity = 1
E_HOMO = -8.5 eV
total energy = -86495.777 eV
LUMO = 0.719 eV